A structure of composition C14H23LiN5O2S. Source: OMol25; level of theory: ωB97M-V/def2-TZVPD.

Results
ΔE to the lowest compared entry with this formula, charge and spin = 0.00 kcal per mole
net charge = +1
spin multiplicity = 1
HOMO level = -11.6 eV
gap between HOMO and LUMO = 9.549 eV
lowest unoccupied orbital energy = -2.1 eV

Structure (XYZ):
```
46
Properties=species:S:1:pos:R:3:forces:R:3:lowdin_charge:R:1
Li -0.226244 -0.092427 0.150380 -0.125 0.061 -0.063 0.649
O 1.595443 -0.182151 -0.249174 0.513 -0.019 0.002 -0.190
C 2.601164 0.746851 -0.652032 0.039 0.277 0.038 -0.224
C 2.891229 1.758695 0.451965 -0.156 -0.167 0.015 -0.152
C 1.614181 2.367035 1.056963 0.133 -0.017 -0.151 -0.134
C 0.729517 2.957589 -0.003493 -0.076 0.135 0.002 -0.292
C 0.855115 4.286352 -0.401711 0.004 -0.030 -0.027 -0.004
C 0.065434 4.762140 -1.433603 -0.030 -0.028 -0.015 -0.044
C -0.824918 3.896052 -2.053290 0.031 -0.013 -0.015 -0.052
C -0.894062 2.594373 -1.591603 0.010 0.052 0.015 -0.138
N -0.150708 2.132913 -0.583699 -0.024 -0.222 0.065 0.060
H 1.912303 -1.100383 -0.314798 -0.156 -0.042 0.003 0.052
H 2.246593 1.267245 -1.544673 0.003 -0.044 -0.024 0.118
H 3.521049 0.223474 -0.913117 -0.034 -0.062 -0.034 0.128
H 3.514443 2.548576 0.026824 0.034 0.009 0.020 0.123
H 3.458974 1.281622 1.253064 0.020 0.018 -0.007 0.120
H 1.896967 3.128457 1.783592 -0.048 -0.006 0.033 0.121
H 1.065148 1.584497 1.581633 -0.006 0.041 0.089 0.108
H 1.570158 4.931380 0.091883 -0.008 -0.006 0.017 0.122
H 0.141317 5.791952 -1.756866 0.027 0.000 0.006 0.116
H -1.442669 4.219049 -2.879319 -0.016 -0.004 0.017 0.109
H -1.571540 1.879693 -2.046993 -0.029 0.029 0.002 0.113
C -4.457805 -0.036626 0.142810 0.065 -0.015 -0.038 0.017
C -3.176748 0.657320 0.517304 -0.008 0.063 0.105 -0.554
N -3.257985 1.959257 0.806600 0.195 0.039 -0.009 0.207
O -2.102275 0.046355 0.588941 -0.276 -0.108 -0.006 -0.090
H -5.260877 0.664835 -0.069353 -0.032 -0.030 0.002 0.085
H -4.763877 -0.680486 0.968672 -0.001 0.031 0.022 0.097
H -4.285985 -0.670506 -0.725296 0.025 0.023 -0.005 0.097
H -4.115018 2.476983 0.735014 -0.051 -0.048 -0.004 0.121
H -2.415342 2.451063 1.060953 0.001 -0.001 -0.018 0.118
C 3.381930 -4.923432 0.097934 -0.099 -0.030 -0.066 -0.087
C 2.155415 -4.959032 -0.821100 0.216 0.041 0.123 -0.236
C 1.045220 -4.111848 -0.290012 -0.438 -0.177 0.133 -0.585
N 1.072844 -2.835566 -0.165697 0.234 -0.051 -0.098 -0.017
N -0.060994 -2.288750 0.368877 -0.457 0.267 0.070 -0.051
C -0.966063 -3.182695 0.664239 0.453 -0.454 -0.157 -0.683
N -2.146114 -2.893023 1.252088 0.045 0.178 -0.004 0.113
S -0.461821 -4.804812 0.277594 0.132 0.326 0.015 1.123
H 4.179085 -5.536114 -0.320538 0.014 0.020 0.020 0.078
H 3.135875 -5.308923 1.087406 0.016 0.010 0.007 0.080
H 3.743746 -3.902290 0.206504 0.032 -0.007 0.016 0.071
H 1.804154 -5.984777 -0.930241 -0.020 0.008 -0.068 0.103
H 2.425868 -4.594030 -1.813046 -0.051 -0.018 -0.018 0.118
H -2.404394 -1.915360 1.218877 -0.055 -0.024 0.011 0.064
H -2.867734 -3.588027 1.288639 -0.045 -0.005 -0.021 0.101
```
Positions in Å, forces in eV/Å.

A structure of composition C24H32IrN2O4PS. Source: OMol25; level of theory: ωB97M-V/def2-TZVPD.

Results
ΔE to the lowest compared entry with this formula, charge and spin = 1.41 kcal per mole
net charge = +2
spin multiplicity = 5
HOMO level (alpha / beta) = -13.8 / -15.1 eV
gap between HOMO and LUMO (alpha / beta) = 8.548 / 6.274 eV
lowest unoccupied orbital energy (alpha / beta) = -5.2 / -8.8 eV
<S²> = 6.016

Structure (XYZ):
```
65
Properties=species:S:1:pos:R:3:forces:R:3:mulliken_spin:R:1
Ir -1.337382 -0.505198 0.228653 0.741 0.224 -0.077 2.420
N -2.875078 -2.131456 0.492566 0.205 -0.012 0.004 0.143
C -4.223174 -1.526782 0.510226 -0.009 -0.006 -0.052 0.001
C -4.173877 -0.254670 1.326741 -0.055 0.030 0.070 0.017
N -3.181227 0.678091 0.739505 0.147 0.080 0.071 0.145
H -2.811263 -2.878041 -0.193024 -0.013 0.001 0.004 -0.005
H -2.645530 -2.552007 1.391997 -0.037 -0.042 -0.006 -0.005
H -4.962292 -2.212843 0.923247 0.000 -0.010 0.016 0.004
H -4.509835 -1.306918 -0.519918 0.001 -0.014 -0.008 0.000
H -3.851429 -0.469781 2.345884 0.004 -0.005 0.009 -0.005
H -5.161245 0.204221 1.373293 0.003 0.010 0.009 0.004
H -2.904520 1.366249 1.434569 -0.049 0.024 0.003 -0.003
H -3.575961 1.177274 -0.052958 0.020 -0.015 -0.031 -0.008
O -1.037299 -1.949716 3.984142 0.088 0.119 0.104 0.021
S -0.426965 -1.241727 2.913300 -0.138 -0.289 0.098 -0.020
O -0.300174 -2.031648 1.643574 -0.158 -0.151 0.091 0.142
O -1.089424 0.037078 2.521362 -0.213 -0.019 -0.101 0.131
C 1.220998 -0.780598 3.279504 -0.035 -0.040 0.119 0.014
C 1.728432 -0.899449 4.555897 0.087 0.002 0.028 0.007
C 3.031951 -0.471768 4.797755 -0.062 -0.030 0.021 0.000
C 3.791459 0.070331 3.774947 0.008 0.018 -0.048 0.004
C 3.266086 0.190662 2.491591 0.068 0.047 0.013 0.024
C 1.971908 -0.243862 2.235344 0.078 0.004 -0.075 -0.013
P 1.331393 -0.087754 0.558245 -0.758 0.053 -0.200 0.430
C 2.125139 -1.214187 -0.548941 0.081 -0.142 0.032 0.054
C 1.975134 -1.089925 -1.937510 -0.023 0.047 -0.016 0.038
C 2.538164 -2.031729 -2.777217 -0.003 -0.002 0.009 -0.029
C 3.227872 -3.115329 -2.242059 0.005 -0.009 0.035 0.061
C 3.350102 -3.262362 -0.864895 0.003 -0.015 -0.072 -0.013
C 2.796544 -2.322278 -0.015615 0.028 0.054 0.023 0.058
C 1.392132 1.631442 0.097264 0.115 0.112 0.016 0.081
C 0.683756 2.498350 0.946982 0.000 -0.026 -0.005 0.032
C 0.670284 3.856384 0.686345 -0.008 0.012 -0.017 -0.018
C 1.350372 4.356225 -0.419252 0.015 -0.010 -0.021 0.054
C 2.060757 3.501465 -1.256032 -0.013 0.041 0.016 -0.009
C 2.086087 2.140012 -1.005278 0.009 -0.044 0.003 0.050
H 1.117383 -1.323199 5.341828 -0.005 0.007 -0.010 0.000
H 3.448764 -0.562976 5.791391 -0.001 0.002 0.000 0.000
H 4.801464 0.404260 3.969810 0.000 -0.001 -0.009 0.001
H 3.872404 0.618671 1.701880 -0.009 -0.003 -0.002 0.002
H 1.421981 -0.259256 -2.359156 0.033 0.014 0.042 0.012
H 2.442739 -1.926050 -3.849517 0.002 0.000 -0.003 0.000
H 3.667830 -3.850676 -2.902270 0.000 0.000 0.000 0.002
H 3.879948 -4.110727 -0.454094 0.000 0.002 -0.003 0.000
H 2.893715 -2.440874 1.055983 -0.013 0.007 -0.011 0.001
H 0.170245 2.102079 1.817472 0.011 0.012 -0.011 -0.010
H 0.143214 4.528789 1.349877 0.000 0.000 -0.002 0.000
H 1.345164 5.419546 -0.619143 0.000 -0.001 0.003 0.001
H 2.616003 3.901902 -2.093643 -0.003 0.002 0.001 0.001
H 2.677493 1.491250 -1.637064 -0.012 -0.023 0.003 0.001
C -1.484838 -1.767482 -2.724403 -0.031 -0.047 0.020 0.082
C -1.413243 -0.303538 -3.070402 0.004 0.042 0.043 -0.040
O -1.608179 0.482096 -1.872573 -0.054 -0.031 -0.107 0.117
C -1.425282 1.909364 -2.076998 -0.010 -0.065 0.033 0.008
C -2.574732 2.540863 -2.825611 -0.010 0.028 -0.021 0.005
H -1.306640 -2.366896 -3.617427 0.014 -0.001 0.006 0.002
H -2.476169 -2.030431 -2.352037 -0.012 0.007 -0.018 0.003
H -0.720888 -2.055992 -1.990317 -0.004 0.038 -0.013 -0.007
H -2.185439 -0.040408 -3.792597 -0.009 0.017 -0.006 -0.002
H -0.440740 -0.037361 -3.493644 -0.021 -0.011 -0.029 0.004
H -0.473395 2.052834 -2.595286 -0.010 0.009 0.001 0.001
H -1.322973 2.331915 -1.077519 0.010 0.015 0.023 0.007
H -2.660291 2.174304 -3.847073 0.007 -0.008 -0.001 0.000
H -2.412551 3.617804 -2.881399 -0.003 -0.003 0.006 0.000
H -3.524856 2.372402 -2.316287 -0.004 -0.004 0.000 -0.001
```
Positions in Å, forces in eV/Å.

The calculation returns the following strongest force on any atom values, one per record and in order: 0.66 0.79 eV Å⁻¹.